{
  "formula": "C4H10OS2",
  "method": "ωB97M-V/def2-TZVPD",
  "symbols": ["C", "C", "O", "C", "S", "S", "C", "H", "H", "H", "H", "H", "H", "H", "H", "H", "H"],
  "xyz": [[0.121258, 0.639626, -1.495798], [-1.292659, 1.157375, -1.264190], [-2.296588, 0.379990, -1.898112], [0.452750, -0.776717, -1.005782], [-0.524326, -1.388746, 0.290829], [0.330824, 0.472733, 1.927214], [1.229031, -0.598345, 2.944519], [0.753152, 1.405613, -1.031021], [0.212352, 0.840100, -2.583170], [-1.413488, 2.235155, -1.396672], [-1.427209, 1.142923, -0.172455], [-2.143019, -0.498620, -1.528198], [0.373974, -1.453542, -1.871610], [1.495525, -0.837861, -0.687296], [2.087139, -1.157017, 2.552646], [0.558208, -1.417532, 3.307048], [1.483080, -0.145127, 3.912041]],
  "atomic_forces_ev_per_a": [[-0.3811, 1.9008, -1.0142], [0.0583, -0.3135, 2.2597], [0.1844, 0.5133, -0.3387], [0.9079, 0.3686, -1.6902], [-1.3517, -1.0772, 1.0917], [-0.3836, 1.4916, -0.8943], [-0.2199, -2.3000, 2.0993], [0.1656, -0.3172, 0.1776], [0.6541, -0.8383, 0.1592], [0.0242, -0.1261, -1.1787], [-0.2956, -0.4807, 0.0393], [-0.1730, -0.2693, 0.2403], [-0.0467, 0.0268, 0.2158], [0.1127, 0.2991, -0.1840], [0.1147, 0.5285, -0.2735], [0.2405, 0.2986, -0.3976], [0.3890, 0.2950, -0.3114]],
  "orbital_gap_ev": [5.76, 7.02],
  "e_above_lowest_kcal_mol": 14.40,
  "s2": 0.755,
  "multiplicity": 2,
  "energy_ev": -28027.897,
  "lumo_ev": [3.80, 3.54],
  "charge": -1,
  "homo_ev": [-1.963, -3.481]
}